Here is C5H8Cl7MgO3 as an isolated structure in a non-equilibrium geometry from the Open Molecules 2025 dataset. Energies are from wB97M-V/def2-TZVPD.

Last column: natural (NBO) charge in e.
Cartesian coordinates (Å):
Mg  -1.617633  -1.570560  -1.023994  1.794
Cl  -0.309640  0.349861  -1.388777  -0.808
C  0.983386  3.700988  -0.698719  -0.302
Cl  1.566503  4.794506  -1.937088  0.040
Cl  -0.557537  4.275508  -0.093941  0.009
Cl  2.115433  3.703663  0.628614  0.026
H  0.843158  2.704192  -1.103769  0.222
C  2.093893  0.513508  -4.148826  -0.271
Cl  3.270857  -0.663087  -4.723259  0.033
Cl  0.592948  0.354192  -5.116971  -0.005
Cl  2.697681  2.203424  -4.233285  0.017
H  1.905087  0.316375  -3.100948  0.222
C  -1.107169  0.667835  2.279441  -0.274
O  -0.963892  -0.648610  2.849737  -0.436
C  -1.114455  -1.741937  2.148675  1.066
O  -1.333842  -1.759298  0.937898  -0.905
O  -0.826964  -2.771269  2.903798  -0.427
C  -1.130672  -4.070248  2.448899  -0.278
H  -2.180034  0.849179  2.211567  0.198
H  -0.620421  0.701860  1.306705  0.215
H  -0.702575  1.446198  2.919611  0.239
H  -2.112601  -4.340652  2.834497  0.212
H  -0.346559  -4.770514  2.731052  0.232
H  -1.144951  -4.245114  1.369081  0.180

Forces on atoms 1 to 3 (eV/Å):
1.5 1.8 1.1
-1.0 -1.5 -0.1
0.0 0.5 -0.1

The net charge is +1. The calculation puts the gap between HOMO and LUMO at 6.3 eV. Its maximum force is 0.0496 Eh/bohr. The electronic energy comes out at -104553.584 eV.